Version w
C7H7N | ωB97M-V with the def2-TZVPD basis set

HOMO-LUMO gap (spin up / spin down) ... 7.812 / 7.819 eV
HOMO (spin up / spin down) ... -9.21 / -9.21 eV
Lowest unoccupied orbital energy (spin up / spin down) ... -1.40 / -1.39 eV

Structure (ORCA input):
```
! wB97M-V def2-TZVPD RIJCOSX def2/J DEFGRID3
* xyz 0 1
C -2.119 -2.089 0.060
C -0.001 -0.370 1.738
C 0.321 -0.302 0.471
C -1.535 -1.954 -1.006
C -1.166 -1.154 1.994
C 0.416 1.390 -1.326
C 1.246 0.664 -0.293
N -1.941 -1.735 1.312
H 0.538 0.118 2.506
H -0.150 -0.852 -0.316
H -0.728 1.188 -1.335
H 0.814 1.240 -2.305
H 0.569 2.402 -1.108
H 1.774 1.404 0.317
H 1.961 0.052 -0.708
*
```

Version x
C7H7N | ωB97M-V with the def2-TZVPD basis set

Structure (SMILES) ... c1ccncc1.C#C
HOMO-LUMO gap ... 10.068 eV
HOMO ... -9.36 eV
Lowest unoccupied orbital energy ... 0.71 eV

Structure (ORCA input):
```
! wB97M-V def2-TZVPD RIJCOSX def2/J DEFGRID3
* xyz 0 1
C -1.242 -1.898 1.830
C -1.947 -2.763 1.355
C -0.624 0.097 -0.716
C 0.019 0.739 -1.750
C 1.121 1.494 -1.393
C 1.556 1.441 -0.062
C 0.752 0.859 0.954
H -0.628 -1.060 2.230
H -2.203 -3.777 0.707
H -1.392 -0.749 -0.990
H -0.309 0.671 -2.814
H 1.701 1.998 -2.157
H 2.513 1.955 0.216
H 1.046 0.896 1.994
N -0.363 0.098 0.594
*
```

Stability ranking, top entry: version x; the second entry is 0.1553 hartree less favorable.

Version w
C3H3NO | ωB97M-V with the def2-TZVPD basis set

Structure (SMILES) ... C=C=O.C#N
HOMO-LUMO gap ... 10.375 eV
HOMO ... -9.59 eV
Lowest unoccupied orbital energy ... 0.78 eV

Structure (ORCA input):
```
! wB97M-V def2-TZVPD RIJCOSX def2/J DEFGRID3
* xyz 0 1
O 1.543 -0.762 1.094
C 0.510 -0.213 1.156
C -0.644 0.406 1.179
C 0.298 -0.257 -1.914
N -0.518 0.457 -2.309
H 1.053 -0.910 -1.520
H -0.829 1.179 0.442
H -1.414 0.101 1.873
*
```

Version x
C3H3NO | ωB97M-V with the def2-TZVPD basis set

HOMO-LUMO gap ... 11.568 eV
HOMO ... -11.37 eV
Lowest unoccupied orbital energy ... 0.20 eV

Structure (ORCA input):
```
! wB97M-V def2-TZVPD RIJCOSX def2/J DEFGRID3
* xyz 0 1
C -0.856 -0.308 0.075
C 0.317 0.621 0.128
O 0.334 1.807 0.098
C 1.966 -0.325 -0.823
N 1.618 -0.153 0.308
H -1.784 0.261 0.137
H -0.838 -0.910 -0.843
H -0.758 -0.992 0.921
*
```

Version y
C3H3NO | ωB97M-V with the def2-TZVPD basis set

HOMO-LUMO gap ... 8.634 eV
HOMO ... -8.78 eV
Lowest unoccupied orbital energy ... -0.14 eV

Structure (ORCA input):
```
! wB97M-V def2-TZVPD RIJCOSX def2/J DEFGRID3
* xyz 0 1
O 0.502 -1.212 0.040
C 1.214 -0.020 -0.095
C 0.464 1.119 -0.023
C -0.801 0.490 0.210
N -0.760 -0.938 0.274
H 2.266 -0.224 -0.253
H -1.162 -0.181 -0.771
H -1.744 0.922 0.544
*
```

Stability ranking, top entry: version w; the second entry is 0.0050 hartree less favorable.

Version w
C5H10N2O | ωB97M-V with the def2-TZVPD basis set

HOMO-LUMO gap (spin up / spin down) ... 5.629 / 7.007 eV
HOMO (spin up / spin down) ... -4.65 / -9.10 eV
Lowest unoccupied orbital energy (spin up / spin down) ... 0.98 / -2.09 eV

Structure (ORCA input):
```
! wB97M-V def2-TZVPD RIJCOSX def2/J DEFGRID3
* xyz 0 3
C 0.792 0.479 0.528
C 2.260 0.106 0.325
C 0.093 -1.170 -0.170
C -0.887 -0.887 -1.285
C -1.055 1.954 0.899
N 0.337 1.603 0.887
N 1.317 -1.778 -0.534
O 2.366 -0.884 -0.626
H 2.785 0.996 0.114
H 2.643 -0.240 1.277
H -0.339 -1.608 0.738
H -1.839 -1.526 -1.288
H -0.493 -0.835 -2.305
H -1.141 0.163 -1.261
H -1.262 2.113 -0.087
H -1.171 2.875 1.348
H -1.569 1.191 1.509
H 1.626 -2.500 0.050
*
```

Version x
C5H10N2O | ωB97M-V with the def2-TZVPD basis set

HOMO-LUMO gap (spin up / spin down) ... 6.239 / 6.926 eV
HOMO (spin up / spin down) ... -5.37 / -8.65 eV
Lowest unoccupied orbital energy (spin up / spin down) ... 0.87 / -1.72 eV

Structure (ORCA input):
```
! wB97M-V def2-TZVPD RIJCOSX def2/J DEFGRID3
* xyz 0 3
C -3.206 1.213 -0.073
C -2.544 0.083 -0.197
C 1.488 0.837 0.864
C 2.065 -0.503 0.576
C 1.031 -1.354 -0.224
N 2.065 1.712 0.226
N 3.271 -0.259 -0.254
O 3.246 0.997 -0.755
H -3.199 1.696 0.799
H -3.693 1.744 -1.011
H -2.017 -0.395 0.676
H -2.420 -0.343 -1.117
H 2.452 -1.125 1.548
H -0.011 -0.758 -0.299
H 0.960 -2.328 0.220
H 1.399 -1.409 -1.237
H 1.785 2.655 -0.118
H 4.170 -0.276 0.382
*
```

Stability ranking, top entry: version w; the second entry is 0.0705 hartree less favorable.

Version w
CH7O3 | ωB97M-V with the def2-TZVPD basis set

HOMO-LUMO gap ... 8.662 eV
HOMO ... -4.20 eV
Lowest unoccupied orbital energy ... 4.46 eV

Structure (ORCA input):
```
! wB97M-V def2-TZVPD RIJCOSX def2/J DEFGRID3
* xyz -1 1
C -0.489 -1.046 1.079
O -0.033 -0.013 0.248
H 0.114 -1.122 1.999
H -1.489 -0.756 1.415
H -0.475 -2.004 0.552
H 1.008 0.590 0.415
H 2.691 1.107 0.320
O 1.864 1.381 0.733
H -1.674 0.574 -1.912
H -0.807 -0.320 -1.055
O -1.360 -0.331 -1.927
*
```

Version x
CH7O3 | ωB97M-V with the def2-TZVPD basis set

HOMO-LUMO gap ... 8.451 eV
HOMO ... -3.88 eV
Lowest unoccupied orbital energy ... 4.57 eV

Structure (ORCA input):
```
! wB97M-V def2-TZVPD RIJCOSX def2/J DEFGRID3
* xyz -1 1
C -1.336 0.208 0.168
O 0.022 0.387 0.314
H -1.751 0.700 -0.730
H -1.926 0.629 0.990
H -1.649 -0.862 0.091
H 0.631 0.584 -1.040
H 1.306 1.666 -1.925
O 1.108 0.724 -1.958
H 0.760 -0.676 1.208
H 1.630 -1.959 1.110
O 1.205 -1.401 1.773
*
```

Stability ranking, top entry: version x; the second entry is 0.0129 hartree less favorable.

Version w
CHClFNO | ωB97M-V with the def2-TZVPD basis set

HOMO-LUMO gap (spin up / spin down) ... 8.908 / 8.784 eV
HOMO (spin up / spin down) ... -10.03 / -10.13 eV
Lowest unoccupied orbital energy (spin up / spin down) ... -1.12 / -1.35 eV

Structure (ORCA input):
```
! wB97M-V def2-TZVPD RIJCOSX def2/J DEFGRID3
* xyz 0 1
C -0.157 -0.943 0.658
N -0.230 1.288 -0.577
O 0.713 -1.639 0.963
F -1.459 -1.223 0.791
Cl 0.615 0.901 -1.895
H 0.518 1.616 0.060
*
```

Version x
CHClFNO | ωB97M-V with the def2-TZVPD basis set

Structure (SMILES) ... O=N[C@@H](F)Cl
HOMO-LUMO gap ... 8.750 eV
HOMO ... -9.28 eV
Lowest unoccupied orbital energy ... -0.53 eV

Structure (ORCA input):
```
! wB97M-V def2-TZVPD RIJCOSX def2/J DEFGRID3
* xyz 0 1
C 0.554 -0.431 0.092
N 0.533 -0.130 1.878
O 1.011 -1.007 2.499
F 1.759 0.039 -0.232
Cl 0.407 -2.159 -0.299
H -0.188 0.181 -0.203
*
```

Stability ranking, top entry: version x; the second entry is 0.0378 hartree less favorable.

Version w
C4H10NOP | ωB97M-V with the def2-TZVPD basis set

Structure (SMILES) ... C[C@H](C=O)N(C)P
HOMO-LUMO gap ... 9.857 eV
HOMO ... -9.01 eV
Lowest unoccupied orbital energy ... 0.85 eV

Structure (ORCA input):
```
! wB97M-V def2-TZVPD RIJCOSX def2/J DEFGRID3
* xyz 0 1
C -2.473 0.240 -0.033
C -0.695 -1.101 -1.078
C 0.901 0.119 1.445
C -1.137 -0.376 0.217
N -0.147 0.771 0.628
O -3.443 -0.174 0.521
P 0.144 1.793 -0.728
H -2.342 1.123 -0.664
H -1.032 -0.733 -2.062
H 0.392 -1.175 -1.103
H -0.994 -2.268 -1.141
H 1.483 0.946 1.766
H 0.481 -0.373 2.209
H 1.371 -0.499 0.754
H -1.065 -1.179 0.918
H 1.658 1.920 -0.632
H 0.127 2.997 0.005
*
```

Version x
C4H10NOP | ωB97M-V with the def2-TZVPD basis set

HOMO-LUMO gap ... 8.109 eV
HOMO ... -7.70 eV
Lowest unoccupied orbital energy ... 0.41 eV

Structure (ORCA input):
```
! wB97M-V def2-TZVPD RIJCOSX def2/J DEFGRID3
* xyz 0 1
C 1.847 -1.312 -1.145
C -1.514 -0.691 -0.128
C -2.886 -0.411 0.151
C 1.062 2.219 0.294
N -0.512 -0.219 0.529
O 1.919 -0.591 1.460
P 1.155 -0.272 0.057
H 2.918 -0.857 -1.126
H 1.486 -1.270 -2.151
H -1.470 -1.319 -1.009
H -3.256 -1.429 0.369
H -2.955 0.144 1.156
H -3.571 0.112 -0.598
H 1.786 2.441 1.148
H 1.636 2.284 -0.671
H 0.022 2.600 0.282
H 2.334 -1.429 1.381
*
```

Stability ranking, top entry: version w; the second entry is 0.0429 hartree less favorable.